No. 1
Entry from the Open Molecules 2025 dataset: one molecule with the formula C8H8NOPS2 (wB97M-V/def2-TZVPD).

* HOMO: -9.1189 eV
* Kohn-Sham gap: 9.51 eV
* total energy: -1577.37253 Ha
* structure (SMILES): NP(=O)(c1cccs1)c1cccs1
* LUMO: 0.4 eV

The geometry in XYZ format:
```
21
Properties=species:S:1:pos:R:3:forces:R:3
N 0.306657 0.516274 2.313859 0.48 -1.17 1.24
P -0.025955 1.037979 0.782376 0.05 5.32 0.85
O -0.138222 2.590003 0.804897 0.14 -3.87 -0.55
C -1.406933 0.048303 0.319660 0.10 -0.53 -0.91
C -2.597544 -0.154745 0.967681 0.95 0.81 -1.24
C -3.493227 -0.933386 0.258187 0.35 0.57 -0.46
C -2.959901 -1.311145 -0.928935 -0.37 -1.27 -0.32
S -1.419112 -0.743677 -1.257054 0.38 0.29 1.53
C 1.266866 0.461630 -0.272308 2.06 -0.26 -1.06
C 2.034273 1.100466 -1.259575 -2.64 1.62 0.61
C 3.067910 0.280404 -1.750594 1.44 2.16 -2.19
C 3.159563 -0.873273 -1.122393 2.22 -3.05 2.27
S 1.994784 -1.094604 0.093293 -0.55 0.68 -0.23
H 0.280767 -0.508601 2.396238 0.04 0.72 0.30
H 1.003925 0.950331 2.963051 -1.01 -0.36 -1.37
H -2.927161 0.498035 1.701106 -0.18 0.72 2.00
H -4.509382 -0.953646 0.531777 -1.01 -0.82 0.29
H -3.327032 -2.130004 -1.494691 -0.58 -0.12 -0.97
H 1.726894 2.183201 -1.549283 0.85 -2.16 0.31
H 3.852793 0.522759 -2.516567 -1.10 0.19 0.87
H 4.110027 -1.486295 -0.980731 -1.63 0.53 -0.94
```
Positions in Å, forces in eV/Å.

These are the natural (NBO) partial charges, in e, on atoms 1 to 6: N -1.1977; P 2.0762; O -1.0582; C -0.6545; C -0.1896; C -0.2640

No. 2
Entry from the Open Molecules 2025 dataset: a 2-piece molecular cluster, C8H8O2P overall (wB97M-V/def2-TZVPD).

* charge: -1
* HOMO (spin up / spin down): -2.7524 / -2.7483 eV
* Kohn-Sham gap (spin up / spin down): 6.51 / 6.50 eV
* total energy: -801.44133 Ha
* LUMO (spin up / spin down): 3.8 / 3.8 eV

The geometry in XYZ format:
```
19
Properties=species:S:1:pos:R:3:forces:R:3
C 2.237336 1.693516 0.063097 -0.31 -0.09 1.58
C 1.915348 1.065862 -1.099587 0.39 -0.11 0.21
C 1.687795 1.259919 1.301668 -0.10 -0.55 -3.06
C 1.079315 -0.025343 -1.139659 0.48 1.02 1.21
C 0.792059 0.247993 1.301371 -0.20 -1.01 -3.20
C 0.460864 -0.408267 0.036834 0.04 -0.03 1.56
C -0.835871 -2.632572 0.244128 0.84 1.60 -0.51
C -0.553405 -1.370002 -0.016411 -3.03 0.47 0.22
O -4.142062 -0.208195 0.545406 -0.22 -1.25 0.23
O -2.819196 1.760413 -0.321618 0.82 -0.45 -0.80
P -3.148390 0.318590 -0.397032 0.66 1.86 3.40
H 2.958925 2.458815 -0.109141 0.37 0.75 0.88
H 2.488277 1.537209 -1.855057 -0.03 -0.38 -1.70
H 1.906910 1.624722 2.216093 1.09 1.71 2.69
H 0.831893 -0.589658 -1.967936 -0.30 -0.72 -1.95
H 0.310074 -0.134662 2.142696 -0.60 -0.33 1.43
H -1.752973 -3.127589 0.168150 -1.74 -0.12 -0.22
H -0.083934 -3.307402 0.483117 1.87 -1.37 0.64
H -3.332968 -0.163347 -1.596118 -0.02 -1.03 -2.63
```
Positions in Å, forces in eV/Å.

These are the natural (NBO) partial charges, in e, on atoms 1 to 6: C -0.2918; C -0.1988; C -0.2049; C -0.2583; C -0.2186; C -0.1040

No. 3
Entry from the Open Molecules 2025 dataset: one molecule with the formula C8H8O2S (wB97M-V/def2-TZVPD).

* HOMO: -7.3425 eV
* Kohn-Sham gap: 7.44 eV
* total energy: -858.20996 Ha
* structure (SMILES): C=c1ccs/c1=C(\O)C(C)=O
* LUMO: 0.1 eV

The geometry in XYZ format:
```
19
Properties=species:S:1:pos:R:3:forces:R:3
C -1.042561 0.677910 -1.336162 0.09 -2.53 -1.77
C -0.291652 -0.478781 -1.143560 -0.83 2.98 1.52
C -0.434495 -1.756204 -1.762963 -0.75 0.98 -0.33
C 0.576801 -2.557173 -1.543617 0.45 -0.42 0.49
S 1.791704 -2.027125 -0.448072 0.20 0.28 0.12
C 0.822279 -0.585123 -0.178493 1.49 2.54 1.84
C 1.200154 0.397608 0.738470 -1.78 -1.74 -2.32
O 2.370263 0.382080 1.419226 -0.63 2.66 0.86
C 0.199452 1.556552 1.068457 2.15 -4.52 -0.47
C -0.960555 1.004392 1.785588 -3.11 -0.79 -3.17
O 0.575399 2.662398 0.918844 -0.02 2.71 0.15
H -0.820198 1.632782 -0.866071 -0.17 -0.31 -0.50
H -1.807562 0.599965 -2.192410 1.02 0.46 1.70
H -1.312012 -1.985082 -2.299356 -0.65 -0.42 -0.82
H 0.611851 -3.528251 -1.897512 0.29 -1.78 -0.72
H 2.349717 1.319487 1.836528 0.74 -2.19 -0.68
H -1.213843 -0.091780 1.711351 0.96 1.20 -0.20
H -1.873313 1.523811 1.455878 0.22 0.11 0.49
H -0.741431 1.252533 2.733874 0.33 0.77 3.80
```
Positions in Å, forces in eV/Å.

These are the natural (NBO) partial charges, in e, on atoms 1 to 6: C -0.4321; C -0.0465; C -0.2728; C -0.3224; S 0.3535; C -0.3043

No. 4
Entry from the Open Molecules 2025 dataset: one molecule with the formula C8H8O4 (wB97M-V/def2-TZVPD).

* HOMO: -10.1922 eV
* Kohn-Sham gap: 8.09 eV
* total energy: -610.54410 Ha
* structure (SMILES): O=C1C=C(CO)C(=O)C(CO)=C1
* LUMO: -2.1 eV

The geometry in XYZ format:
```
20
Properties=species:S:1:pos:R:3:forces:R:3
O 0.830647 -2.286827 2.617457 -1.18 1.09 -2.01
C 0.408066 -1.555384 1.704007 2.21 -0.47 0.34
C 0.860265 -1.706731 0.270527 -0.96 0.19 -0.12
C 0.540554 -0.862480 -0.746080 0.99 -0.54 1.63
C 1.064011 -1.036990 -2.110343 -0.51 0.19 -1.69
O 0.014677 -0.868613 -3.072782 -0.15 0.22 -0.08
C -0.083625 0.442997 -0.426705 0.61 -0.47 -0.28
O -0.150824 1.350233 -1.254444 -0.11 -0.73 0.93
C -0.476138 0.595947 0.992531 -0.81 1.38 1.46
C -1.037091 1.977575 1.301394 -0.74 -0.05 -0.05
O -2.170635 2.288078 0.461977 1.00 0.00 0.13
C -0.289544 -0.307547 1.975264 -0.44 -0.41 -1.65
H 1.464183 -2.579333 0.134893 0.27 -0.43 -0.42
H 1.844671 -0.325002 -2.389320 0.25 -0.02 0.53
H 1.435170 -2.041862 -2.265509 0.18 -0.18 0.10
H -0.155086 0.084850 -3.180647 0.13 -0.54 0.22
H -0.188901 2.701033 1.091264 -1.03 -0.49 0.77
H -1.478059 1.975146 2.334685 1.00 0.35 -0.81
H -1.772600 2.467487 -0.402914 -0.34 -0.05 0.02
H -0.659742 -0.312576 2.964745 -0.39 0.97 0.99
```
Positions in Å, forces in eV/Å.

These are the natural (NBO) partial charges, in e, on atoms 1 to 6: O -0.4803; C 0.4793; C -0.1935; C -0.0823; C -0.1008; O -0.7163

No. 5
Entry from the Open Molecules 2025 dataset: a 2-piece molecular cluster, C8H8O7S2 overall (wB97M-V/def2-TZVPD).

* HOMO: -8.7338 eV
* Kohn-Sham gap: 7.11 eV
* total energy: -1632.54476 Ha
* LUMO: -1.6 eV

The geometry in XYZ format:
```
25
Properties=species:S:1:pos:R:3:forces:R:3
C -0.016918 3.108253 0.791004 -0.20 -0.28 -0.21
C -1.010175 2.270629 0.412057 0.32 0.02 0.58
O -2.337205 2.677678 0.575270 -0.03 0.84 -1.74
S -3.201299 2.797965 -0.828575 -0.36 0.03 -0.25
O -3.407426 1.463694 -1.330824 0.16 -0.14 0.09
O -4.621424 3.253603 -0.140212 0.44 -0.08 0.27
S -4.994759 2.937580 1.467893 -0.16 0.04 0.11
H 0.698208 2.796783 1.544276 1.06 -0.56 -1.24
H 0.098537 4.081184 0.324624 -1.01 0.76 1.32
H -0.873974 1.307946 -0.074541 -0.21 -0.50 1.28
H -4.826891 1.603207 1.464877 -0.07 -0.01 -0.13
C 1.273430 -3.294480 -0.842692 0.01 -0.09 0.00
C 0.700684 -2.148485 -1.240141 0.01 -0.08 0.00
C 1.156326 -0.799754 -0.724616 0.09 0.04 0.06
O 0.578858 0.180445 -1.164842 -0.01 -0.17 -0.11
C 2.225140 -0.746709 0.244118 -0.01 0.08 0.01
C 2.795796 -1.893303 0.644107 -0.02 0.08 0.00
C 2.358320 -3.243105 0.111055 -0.10 -0.04 -0.09
O 2.958360 -4.215443 0.531293 0.06 0.05 0.08
O 3.778486 -1.955999 1.525088 0.02 -0.06 0.01
O -0.297724 -2.091039 -2.105177 0.01 0.07 0.00
H 0.956786 -4.261584 -1.206191 -0.01 0.01 -0.02
H 2.531162 0.221048 0.615750 0.03 -0.01 0.00
H 3.994397 -2.906098 1.619971 0.00 -0.02 -0.02
H -0.516693 -1.144014 -2.213571 -0.01 0.01 0.00
```
Positions in Å, forces in eV/Å.

These are the natural (NBO) partial charges, in e, on atoms 1 to 6: C -0.4865; C 0.1316; O -0.7018; S 1.7590; O -0.9209; O -0.8607

No. 6
Entry from the Open Molecules 2025 dataset: a 2-piece molecular cluster, C8H9BNO4 overall (wB97M-V/def2-TZVPD).

* charge: -1
* HOMO: -3.5105 eV
* Kohn-Sham gap: 6.95 eV
* total energy: -690.97396 Ha
* LUMO: 3.4 eV

The geometry in XYZ format:
```
23
Properties=species:S:1:pos:R:3:forces:R:3
B -1.320898 1.791094 0.048180 -1.50 0.73 1.15
C 2.682752 -0.847407 1.228652 -0.01 -0.29 0.07
C 2.756325 0.203114 0.355021 1.31 0.56 -1.11
C 1.559955 -1.674338 1.151553 -0.43 0.79 -0.40
C 1.836513 0.419139 -0.687038 -0.26 1.24 0.71
C 0.560045 -1.398438 0.208347 -0.05 -0.59 0.47
C 0.682523 -0.298722 -0.657747 -1.25 -1.21 -1.15
C -3.243441 -1.367134 0.066793 -0.08 -0.28 0.13
C -0.582130 0.068638 -1.458831 -0.04 -2.15 1.18
N -1.489110 0.506511 -0.396048 0.58 0.33 -1.66
O -3.804496 -1.133289 1.062844 0.24 0.61 0.05
O -2.875289 -1.882801 -0.905415 0.08 -0.17 -0.39
O -2.118932 2.153179 1.172288 -1.47 -0.08 0.49
O -0.586660 2.921515 -0.415481 0.14 -0.47 0.25
H 3.508383 -1.068475 1.943005 -0.85 0.38 -0.50
H 3.648403 0.797062 0.431819 0.25 0.50 -0.18
H 1.519016 -2.351422 1.972414 -0.64 -1.12 0.02
H 1.769999 1.273703 -1.393228 1.00 -0.44 0.62
H -0.383844 -1.970312 0.067345 0.89 0.28 0.64
H -0.370418 0.547564 -2.445362 -0.12 0.77 0.78
H -1.045297 -0.880906 -1.752997 0.40 -0.16 -0.50
H -2.891508 1.532669 1.316807 1.85 0.88 -0.50
H 0.188111 2.659065 -0.912929 -0.03 -0.10 -0.15
```
Positions in Å, forces in eV/Å.

These are the natural (NBO) partial charges, in e, on atoms 1 to 6: B 1.0869; C -0.2550; C -0.2081; C -0.2312; C -0.2677; C -0.1926

No. 7
Entry from the Open Molecules 2025 dataset: one molecule with the formula C8H9BO4 (wB97M-V/def2-TZVPD).

* HOMO: -9.7957 eV
* Kohn-Sham gap: 8.69 eV
* total energy: -636.08935 Ha
* structure (SMILES): CCOB(O)C1=CC(=O)C=CC1=O
* LUMO: -1.1 eV

The geometry in XYZ format:
```
22
Properties=species:S:1:pos:R:3:forces:R:3
C -1.313787 -0.838301 2.416996 -0.49 0.08 -0.30
C -1.137607 -1.579356 1.058061 -1.25 -0.53 0.50
O 0.181134 -2.080309 0.827222 0.16 1.34 0.20
B 1.120636 -1.099276 0.559464 0.61 0.02 0.26
O 2.337260 -1.099404 1.214740 -0.49 0.35 -0.10
C 0.853960 0.019636 -0.550826 -0.11 -0.33 0.76
C 0.577569 -0.405870 -1.780521 -0.18 0.74 -0.30
C 0.278793 0.618631 -2.857906 -0.19 0.15 2.34
O 0.334704 0.368098 -4.013187 -0.02 -0.31 -1.98
C -0.135956 1.991367 -2.350651 -0.41 -0.01 -0.86
C 0.142113 2.424073 -1.136773 0.60 -0.47 1.16
C 0.883053 1.497609 -0.186933 -1.16 -0.84 -2.16
O 1.422568 1.878777 0.796774 0.72 0.74 1.66
H -2.183530 -1.272895 2.938957 0.48 0.11 -0.03
H -1.582986 0.220903 2.257994 0.43 -0.34 0.09
H -0.435183 -0.910338 3.073094 -0.25 -0.03 -0.27
H -1.529132 -0.932804 0.254772 0.53 -0.24 0.02
H -1.800352 -2.460771 1.085462 0.41 0.25 -0.16
H 2.246198 -0.914419 2.159781 0.18 -0.45 -0.16
H 0.562708 -1.482730 -1.977550 -0.07 0.46 -0.43
H -0.695661 2.644188 -3.029046 0.37 -0.41 -0.09
H -0.126501 3.413189 -0.759924 0.13 -0.27 -0.15
```
Positions in Å, forces in eV/Å.

These are the natural (NBO) partial charges, in e, on atoms 1 to 6: C -0.6527; C -0.0736; O -0.7081; B 1.1861; O -0.9134; C -0.4065

No. 8
Entry from the Open Molecules 2025 dataset: C8H9BiI2LaNO6S as an isolated structure (wB97M-V/def2-TZVPD).

* charge: +4
* HOMO (spin up / spin down): -22.9197 / -22.8833 eV
* Kohn-Sham gap (spin up / spin down): 4.75 / 6.56 eV
* total energy: -2054.32878 Ha
* LUMO (spin up / spin down): -18.2 / -16.3 eV

The geometry in XYZ format:
```
29
Properties=species:S:1:pos:R:3:forces:R:3
I -2.363010 3.098940 -1.905764 -0.74 1.01 -0.86
I 2.332694 -3.858375 -2.439439 0.65 -1.03 -0.87
La 0.942148 -1.870164 -0.603277 -0.55 -1.22 -0.86
Bi -1.156236 1.230569 -0.179814 0.64 -1.69 -0.99
S 0.847272 0.440760 -2.195298 -1.26 0.41 1.18
C 0.200890 3.038140 0.727197 1.47 5.11 2.03
C -2.449679 0.910025 2.168273 -1.59 0.74 5.30
C 2.254911 1.645378 -2.441505 0.64 1.12 -0.11
C 3.202606 0.933936 -3.402840 -0.29 -0.68 -0.32
C 2.947559 1.965780 -1.119697 -0.04 -0.37 -0.10
C 1.676791 2.902491 -3.086026 -0.23 -0.01 -0.27
C -0.027804 -1.927198 1.920849 0.92 -0.91 7.27
C 2.370247 -0.754217 1.196262 4.51 2.57 4.84
O -2.839174 0.864502 3.249993 1.40 0.04 -4.25
O 0.549906 4.048667 1.153035 -1.32 -4.40 -1.75
O -0.132673 -2.063777 3.072225 0.23 0.67 -5.39
O 3.061772 -0.350450 2.028861 -3.11 -1.74 -3.62
H 4.082861 1.536651 -3.654026 -0.25 0.14 0.21
H 2.690706 0.687211 -4.337802 0.12 0.09 0.02
H 3.558417 -0.000404 -2.965581 0.19 -0.04 0.03
H 3.835691 2.585259 -1.333531 -0.36 -0.20 0.24
H 3.266236 1.035444 -0.627238 0.17 0.33 -0.09
H 2.277817 2.509289 -0.440528 0.25 0.04 -0.11
H 2.493066 3.597604 -3.322065 -0.15 -0.15 0.06
H 0.976631 3.424543 -2.427172 0.08 0.06 0.19
H 1.132318 2.683163 -4.012221 0.26 -0.01 0.09
O -2.773107 -1.122403 1.066079 1.66 -2.43 -0.99
N -2.052925 -2.086493 0.910093 -1.74 1.93 -0.73
O -1.229439 -1.974483 -0.180104 -1.55 0.62 -0.15
```
Positions in Å, forces in eV/Å.

These are the Mulliken partial charges, in e, on atoms 1 to 6: I 0.5310; I 0.3168; La 1.7407; Bi 1.3783; S -0.4257; C 0.1988